Record 1
This record from the OMol25 dataset describes a 2-piece molecular cluster, C3H5O2 overall. The level of theory is the ωB97M-V functional and the def2-TZVPD basis.

The energy relative to the best compared isomer or geometry (same formula, charge and spin) is 1.177 eV. The calculation puts the HOMO energy (alpha / beta) at -11.6 / -18.8 eV. The charge is +1. As for the multiplicity: 3. As for the gap between HOMO and LUMO (alpha / beta): 0.1963 / 0.3383 Eh. Its max |F| is 4.44 eV/A.

Last column: Mulliken charge in e.
Geometry (Å):
O 3.15 0.51 -0.03  -0.1399
O 0.46 -0.62 0.04  -0.1672
C -1.88 0.08 -0.09  -0.8151
C -0.39 0.27 0.01  0.2583
C 2.50 -0.41 -0.01  0.1968
H 2.69 -1.61 0.03  0.2901
H -0.11 1.30 0.11  0.3865
H -2.15 0.57 -0.95  0.3680
H -2.21 0.90 0.72  0.3124
H -2.05 -0.99 0.16  0.3102


Record 2
This record from the OMol25 dataset describes C34H38Cl2N2O4Zn as an isolated structure. The level of theory is the ωB97M-V functional and the def2-TZVPD basis.

The energy relative to the best compared isomer or geometry (same formula, charge and spin) is 1.218 eV. The calculation puts the HOMO energy at -4.8 eV. As for the gap between HOMO and LUMO: 0.0744 Eh. Its max |F| is 1.84 eV/A.

Last column: Mulliken charge in e.
Geometry (Å):
Zn -8.39 4.15 -1.86  0.5092
Cl -9.14 4.29 -3.85  -0.2940
Cl -7.06 4.18 -0.18  -0.3231
O 6.47 1.31 1.52  -0.4280
O 3.54 -3.46 1.92  -0.7134
O 7.06 -2.90 -0.30  -0.4038
O 8.04 -0.59 0.55  -0.5545
N 1.33 -4.00 1.58  0.3491
N 0.41 -1.96 1.25  0.5196
C -0.44 -0.94 1.01  0.1758
C 2.45 -1.18 0.00  -1.2060
C -5.68 5.22 -3.90  -1.3094
C -4.13 -0.28 0.46  0.9849
C 6.16 -1.88 -0.20  0.7658
C -0.89 -3.70 2.55  -1.5638
C -5.33 3.86 -3.81  -0.5040
C -2.72 -0.07 0.53  -0.8893
C 1.86 -1.74 1.31  0.1437
C 1.48 -5.42 1.76  -1.0084
C 4.80 -1.92 -0.50  -0.9265
C -5.02 0.82 0.29  -0.3770
C 8.58 -1.07 1.82  -0.5744
C -2.52 5.59 -2.15  -0.4379
C -3.70 5.06 -2.69  0.3643
C -0.58 -3.92 0.05  -1.5136
C -4.13 3.74 -3.04  -0.9526
C -4.72 -1.58 0.59  -0.3697
C 0.03 -3.38 1.35  0.0903
C 6.69 -0.70 0.37  1.0321
C -3.48 7.84 -2.30  -0.4275
C 6.62 -4.17 -0.82  -0.7999
C -2.42 6.98 -1.98  -0.4323
C -6.39 0.63 0.23  -0.3788
C -6.10 -1.76 0.51  -0.6442
C -6.95 -0.66 0.33  -0.4981
C -4.75 5.97 -3.13  0.9075
C 2.39 -3.14 1.64  0.2691
C -4.65 7.34 -2.88  -0.5636
C 5.75 2.49 1.91  -0.8675
C 5.84 0.31 0.86  0.4934
C 4.46 0.18 0.65  -0.7128
C 3.94 -0.97 0.05  0.0658
C -1.81 -1.08 0.85  0.8168
H 2.10 -1.07 2.15  0.2898
H 5.03 2.26 2.71  0.3242
H 2.18 -1.87 -0.82  0.3169
H -3.61 2.81 -2.81  0.4633
H -0.86 -4.97 0.19  0.4634
H 8.35 -2.14 1.93  0.2103
H 3.78 0.97 0.98  0.4182
H 5.92 -4.65 -0.12  0.2994
H -2.20 -2.09 0.98  -0.8245
H -2.34 0.95 0.36  0.4130
H -3.38 8.91 -2.14  0.3459
H 1.95 -0.21 -0.18  0.5551
H -4.08 -2.46 0.75  0.2877
H -6.55 5.66 -4.40  0.4950
H 8.15 -0.49 2.64  0.2207
H -4.60 1.82 0.23  0.3439
H -7.04 1.50 0.13  0.1717
H 2.54 -5.65 1.90  0.3712
H 6.15 -4.05 -1.81  0.3294
H 0.17 -3.85 -0.75  0.3392
H -0.36 -3.48 3.48  0.3744
H -1.49 7.40 -1.61  0.3214
H -5.89 3.04 -4.26  0.4593
H -6.52 -2.76 0.62  0.3652
H 5.22 2.94 1.05  0.3432
H -1.16 -4.76 2.53  0.4598
H 7.54 -4.76 -0.91  0.2551
H 0.02 0.06 0.96  0.4747
H 4.40 -2.75 -1.09  0.2364
H 6.51 3.18 2.27  0.2508
H 1.11 -5.96 0.88  0.3341
H 0.91 -5.76 2.63  0.2917
H -5.48 7.98 -3.20  0.3733
H -8.02 -0.80 0.27  0.3870
H -1.70 4.93 -1.90  0.3550
H -1.81 -3.11 2.53  0.3746
H -1.47 -3.36 -0.25  0.4246
H 9.65 -0.90 1.74  0.2723


Record 3
This record from the OMol25 dataset describes C24H17N4O2ReS as an isolated structure. The level of theory is the ωB97M-V functional and the def2-TZVPD basis.

The energy relative to the best compared isomer or geometry (same formula, charge and spin) is 0.000 eV. The calculation puts the HOMO energy (alpha / beta) at -11.0 / -11.0 eV. The charge is +1. As for the multiplicity: 2. As for the gap between HOMO and LUMO (alpha / beta): 0.2439 / 0.2453 Eh. Its max |F| is 0.50 eV/A.

Last column: Mulliken charge in e.
Geometry (Å):
Re 0.21 0.59 -0.49  0.8381
S 0.09 -0.78 -2.24  -0.4258
O -3.36 2.52 -0.24  -0.6358
O 1.40 -1.29 2.94  -0.6594
N 2.16 0.86 0.25  -0.1577
N -1.59 1.07 0.10  -0.0673
N -0.18 2.31 -1.77  -0.0504
N 0.12 -0.32 1.27  0.2361
C 1.13 -4.28 -0.50  -0.5318
C 4.45 1.50 0.13  -0.8301
C 4.74 0.67 1.20  -0.2706
C -1.56 -1.44 2.76  -0.5056
C 0.02 -2.33 -1.34  0.3613
C -2.90 -1.54 3.09  -0.7593
C 1.27 -0.62 1.96  0.3592
C -1.09 4.50 -3.20  -0.3087
C -1.17 -2.72 -0.75  -0.2508
C -1.40 2.82 -1.53  0.5207
C 3.14 1.57 -0.31  0.1068
C -2.15 0.23 1.11  0.3885
C -1.88 3.92 -2.22  -0.6583
C 0.16 3.96 -3.46  -0.9986
C -3.85 -0.76 2.45  -0.6611
C -1.19 -0.56 1.76  0.2404
C -2.24 2.14 -0.48  0.3495
C -1.20 -3.90 -0.03  -0.5531
C -3.49 0.13 1.45  -0.7425
C 1.18 -3.10 -1.23  -0.3923
C 2.45 0.07 1.31  0.5489
C 3.72 -0.06 1.81  -0.6571
C 0.58 2.86 -2.72  0.0571
C -0.06 -4.67 0.10  -0.5458
H -0.09 -5.59 0.67  0.4140
H -2.87 4.28 -1.97  0.5229
H -0.81 -2.04 3.25  0.5291
H 5.76 0.59 1.57  0.4616
H -3.21 -2.23 3.87  0.4274
H -4.90 -0.85 2.72  0.4287
H -2.12 -4.21 0.45  0.4510
H 1.54 2.40 -2.91  0.5183
H 0.80 4.36 -4.22  0.4127
H 2.86 2.22 -1.13  0.3004
H 3.88 -0.70 2.66  0.5040
H -1.44 5.36 -3.75  0.4575
H 2.02 -4.89 -0.41  0.4098
H -4.23 0.74 0.96  0.4876
H 2.10 -2.78 -1.71  0.4414
H 5.21 2.08 -0.35  0.4283
H -2.06 -2.11 -0.85  0.4609


no.,E (eV)
1,-7272.4336
2,-120504.9521
3,-48181.2237